--- w ---
ORCA calculation (ωB97M-V/def2-TZVPD) on C4H6N4S in the gas phase.

**Molecular weight**: 142.19 g/mol
**E_HOMO**: -9.3 eV
**SMILES string**: C=CCn1nnnc1S
**Charge**: 0
**2S+1**: 1

Last column: Mulliken charge in e.
Cartesian coordinates (Å):
C -0.27291 0.98701 2.51744  -0.76
C -0.60773 0.91372 1.21517  0.15
C -1.05705 -0.36836 0.61613  -0.55
N -0.00607 -0.62839 -0.67134  0.38
N 0.52340 -1.80203 -0.45431  -0.22
N 1.39293 -2.18497 -1.25706  -0.52
N 1.63006 -1.15066 -2.12858  -0.24
C 0.77803 -0.20790 -1.88409  0.41
S 0.47976 1.36915 -2.46058  -0.22
H -0.04503 1.88265 2.98349  0.32
H -0.30426 0.03370 3.07611  0.23
H -0.71807 1.80781 0.63367  0.28
H -0.80500 -1.23688 1.15600  0.37
H -2.07864 -0.52493 0.16274  0.24
H 1.09059 1.11009 -3.50478  0.13

---

--- x ---
ORCA calculation (ωB97M-V/def2-TZVPD) on C4H6N4S in the gas phase.

**Molecular weight**: 142.19 g/mol
**E_HOMO**: -8.5 eV
**SMILES string**: N/C(S)=N\n1ccnc1
**Charge**: 0
**2S+1**: 1

Last column: Mulliken charge in e.
Cartesian coordinates (Å):
N -0.15162 -1.51660 -1.68955  -0.53
C -1.19874 -0.93267 -0.95778  0.47
S -2.87494 -1.20677 -1.28267  -0.31
N -1.17258 -0.08165 0.04056  -1.05
N -0.04081 0.42974 0.54026  0.63
C 1.14591 0.63069 -0.07256  -0.18
C 1.91349 1.29363 0.85176  -0.37
N 1.26083 1.45133 2.02432  -0.62
C 0.06702 0.90108 1.82329  -0.17
H 0.60517 -1.72701 -1.10509  0.28
H -0.50757 -2.34401 -2.02441  0.27
H -2.74161 -0.10502 -0.42147  0.31
H 1.22431 0.59525 -1.18432  0.39
H 2.94911 1.68288 0.80067  0.39
H -0.47798 0.92911 2.65699  0.49

---

How far above the most stable structure does each one sit? In hartree: w 0.0469; x 0.0000.

---

--- w ---
ORCA calculation (ωB97M-V/def2-TZVPD) on C7H9N5 in the gas phase.

**Molecular weight**: 163.18 g/mol
**E_HOMO**: -7.1 eV
**SMILES string**: Cc1c/c(=N/N)n2nccc2[nH]1
**Charge**: 0
**2S+1**: 1

Last column: Mulliken charge in e.
Cartesian coordinates (Å):
C 0.15845 3.17860 0.37580  -1.36
C 0.19214 1.68770 0.14730  0.58
C 0.82326 0.78566 0.98460  -0.47
C 0.80518 -0.58341 0.83542  0.65
N 1.44527 -1.31318 1.63155  -0.29
N 1.35468 -2.67487 1.60668  -0.56
N -0.09647 -1.00650 -0.20804  0.74
N -0.48054 -2.28578 -0.49093  -1.20
C -1.23427 -2.17895 -1.59703  -0.34
C -1.34561 -0.84221 -2.04542  -0.86
C -0.68470 -0.10460 -1.13702  0.33
N -0.54395 1.24021 -0.94795  -0.17
H 0.77478 3.51052 1.25479  0.29
H 0.59012 3.69082 -0.49280  0.34
H -0.88981 3.48665 0.62469  0.33
H 1.39104 1.14131 1.81308  0.39
H 1.89548 -2.94370 2.43740  0.26
H 0.43293 -3.09817 1.55786  0.22
H -1.66264 -3.03598 -2.05362  0.46
H -1.71086 -0.52395 -2.97773  0.40
H -1.21449 1.86984 -1.31864  0.26

---

--- x ---
ORCA calculation (ωB97M-V/def2-TZVPD) on C7H9N5 in the gas phase.

**Molecular weight**: 163.18 g/mol
**E_HOMO**: -7.4 eV
**SMILES string**: CN(c1ncc[nH]1)c1ncc[nH]1
**Charge**: 0
**2S+1**: 1

Last column: Mulliken charge in e.
Cartesian coordinates (Å):
C 0.23416 -2.21498 -0.06764  -1.10
N 0.29119 -0.84310 -0.49687  -0.07
C 1.39796 -0.10600 -0.16019  0.44
N 2.57590 -0.62633 0.10233  -0.58
C 3.41805 0.44013 0.21208  -0.52
C 2.73918 1.60551 0.02841  -0.36
N 1.43795 1.24542 -0.22627  -0.01
C -1.23805 0.00085 -0.18230  0.11
N -1.33172 1.28738 -0.07839  -0.35
C -2.66266 1.51415 0.13290  -0.62
C -3.34151 0.33305 0.14565  -0.22
N -2.40299 -0.64950 -0.06305  -0.04
H -0.06530 -2.33418 0.98022  0.33
H -0.45134 -2.76453 -0.71441  0.30
H 1.24147 -2.61268 -0.18398  0.45
H 4.45946 0.28989 0.41603  0.42
H 3.05313 2.62827 0.04312  0.41
H 0.61642 1.82534 -0.32673  0.32
H -3.02951 2.51202 0.26515  0.44
H -4.37863 0.11052 0.28674  0.42
H -2.56315 -1.64121 -0.11278  0.21

---

How far above the most stable structure does each one sit? In hartree: w 0.0261; x 0.0000.

---

--- w ---
ORCA calculation (ωB97M-V/def2-TZVPD) on C6H5I in the gas phase.

**Molecular weight**: 204.01 g/mol
**E_HOMO**: -8.7 eV
**SMILES string**: C=C=C=C/C=C\I
**Charge**: 0
**2S+1**: 1

Last column: Mulliken charge in e.
Cartesian coordinates (Å):
C 0.26841 2.41243 0.25031  -0.91
C 0.43387 1.29084 -0.38000  0.46
C 0.55200 0.21626 -1.03161  0.11
C 0.62937 -1.10424 -1.23448  -0.51
C 0.15809 -1.70756 0.07581  -0.07
C -0.85836 -1.22213 0.71925  -0.76
I -2.55941 -0.05878 0.17798  0.05
H 0.80994 3.36674 -0.13473  0.23
H -0.08248 2.38744 1.28123  0.28
H 1.03058 -1.66680 -2.06812  0.40
H 0.82549 -2.33768 0.68930  0.28
H -1.20748 -1.57652 1.65505  0.43

---

--- x ---
ORCA calculation (ωB97M-V/def2-TZVPD) on C6H5I in the gas phase.

**Molecular weight**: 204.01 g/mol
**E_HOMO**: -8.8 eV
**SMILES string**: C=C=C=C/C=C\I
**Charge**: 0
**2S+1**: 1

Last column: Mulliken charge in e.
Cartesian coordinates (Å):
C -1.62132 0.02996 1.30149  -0.83
C -0.87987 1.01547 1.02791  0.44
C 0.00377 1.70872 0.44941  0.18
C 0.95997 1.71541 -0.41571  -0.70
C 1.12230 0.26858 -0.86860  0.15
C 0.07090 -0.57105 -1.13080  -1.16
I -1.72417 0.11161 -2.04315  0.10
H -2.59083 0.18558 1.66057  0.29
H -1.23641 -1.01258 1.18495  0.26
H 1.23732 2.62596 -0.90102  0.35
H 2.10648 0.00691 -0.65047  0.39
H -0.00696 -1.60917 -1.20168  0.53

---

--- y ---
ORCA calculation (ωB97M-V/def2-TZVPD) on C6H5I in the gas phase.

**Molecular weight**: 204.01 g/mol
**E_HOMO**: -8.5 eV
**SMILES string**: I[C@H]1C=CC#CC1
**Charge**: 0
**2S+1**: 1

Last column: Mulliken charge in e.
Cartesian coordinates (Å):
I -0.50966 -2.69058 -0.38518  -0.03
C -0.79798 -0.33731 -0.02530  -0.83
C -0.11380 -0.00565 1.18888  -0.32
C 1.22881 0.45269 1.16266  -0.27
C 1.66438 0.71940 -0.09850  -0.10
C 1.06909 0.45430 -1.17975  -0.06
C -0.36776 0.31416 -1.37907  -0.33
H -1.83276 -0.30847 0.02012  0.51
H -0.45032 -0.30600 2.11526  0.40
H 1.73840 0.60481 2.10262  0.40
H -0.77143 1.34066 -1.39829  0.27
H -0.85698 -0.23801 -2.12345  0.36

---

How far above the most stable structure does each one sit? In hartree: w 0.0000; x 0.0366; y 0.0088.

---

--- w ---
ORCA calculation (ωB97M-V/def2-TZVPD) on a 2-piece molecular cluster, CBr2F4Si overall.

**Molecular weight**: 275.90 g/mol
**E_HOMO (alpha / beta)**: -11.2 / -9.3 eV
**Charge**: 0
**2S+1**: 1

Last column: Mulliken charge in e.
Cartesian coordinates (Å):
C -0.83219 -0.78866 0.38938  0.61
F -0.87110 -0.53434 1.75294  -0.22
F -0.20425 -1.98865 0.15879  -0.21
F -2.09564 -0.87001 0.00092  -0.20
F -0.08209 0.76337 -2.03346  -0.19
Si 0.21240 0.75997 -0.47513  0.39
Br 4.21552 -0.06059 -0.00008  -0.06
Br -0.34264 2.71892 0.20666  -0.13

---

--- x ---
ORCA calculation (ωB97M-V/def2-TZVPD) on a 2-piece molecular cluster, CBr2F4Si overall.

**Molecular weight**: 275.90 g/mol
**E_HOMO**: -10.2 eV
**Charge**: 0
**2S+1**: 1

Last column: Mulliken charge in e.
Cartesian coordinates (Å):
C 0.35433 0.40763 -0.07538  0.32
F 0.40906 1.66062 0.43716  -0.20
F -0.11659 0.64562 -1.38139  -0.23
F 1.59277 -0.13004 -0.11199  -0.21
F -1.52606 -2.35729 0.42554  -0.16
Si -1.53985 -0.88168 0.98586  0.73
Br -3.27230 -0.00158 0.03374  -0.12
Br -0.90886 -0.66231 3.06800  -0.14

---

How far above the most stable structure does each one sit? In hartree: w 0.0914; x 0.0000.

---

--- w ---
ORCA calculation (ωB97M-V/def2-TZVPD) on C27H21CsN4O3 as an isolated structure.

**Molecular weight**: 582.39 g/mol
**E_HOMO**: -1.5 eV
**Charge**: -2
**2S+1**: 1

Last column: Mulliken charge in e.
Cartesian coordinates (Å):
Cs -0.39506 1.45403 0.17811  1.23
C 4.99450 -0.15973 -0.61681  -0.68
O 4.67464 -0.45518 0.73049  -0.49
C 3.55176 -1.25616 0.86170  0.23
C 3.66120 -2.39950 1.61496  -0.45
C 2.55379 -3.22889 1.83911  -0.78
C 1.34638 -2.87395 1.26250  -0.40
C 1.22111 -1.72755 0.47600  1.17
C -0.08672 -1.41430 -0.15924  -1.65
N -1.22352 -1.28113 0.40764  -0.86
N -1.31607 -1.54710 1.77541  -0.26
C -1.38297 -0.54596 2.60981  0.52
O -1.28494 0.70955 2.41784  -0.94
C -1.63568 -0.99511 4.03476  0.26
C -1.23526 -2.24139 4.50914  -0.16
C -1.47269 -2.60373 5.82807  -0.62
C -2.12112 -1.72719 6.69288  -0.30
C -2.51798 -0.48031 6.22598  -0.47
C -2.26410 -0.11491 4.90861  -0.45
C 2.31378 -0.82586 0.26894  0.61
O 2.20136 0.27894 -0.36755  -0.91
H 5.87133 0.48907 -0.59940  0.23
H 4.16225 0.34677 -1.10766  0.19
H 5.24361 -1.08164 -1.15821  0.26
H 4.63242 -2.62570 2.04419  0.38
H 2.64101 -4.11667 2.45326  0.32
H 0.46377 -3.48238 1.42038  0.39
H -0.09903 -1.25583 -1.24244  0.84
H -0.73269 -2.91041 3.82219  0.34
H -1.14365 -3.57297 6.18649  0.35
H -2.30595 -2.01071 7.72303  0.34
H -3.01725 0.21535 6.89187  0.34
H -2.53253 0.86362 4.53023  0.36
C -1.29206 -2.21391 -5.01241  -0.42
C -2.35101 -1.32376 -4.86946  -0.47
C -2.13005 -0.04803 -4.36998  -0.28
C -0.84497 0.33817 -4.02255  0.10
C 0.21666 -0.53865 -4.17165  -0.23
C -0.00857 -1.82057 -4.65723  -0.42
N -0.54173 1.65408 -3.50086  -0.14
N -1.49634 2.15323 -2.89430  -0.19
C -1.27325 3.49393 -2.37405  0.12
C -0.33663 4.30585 -3.03073  -0.40
C -0.11648 5.59031 -2.57159  -0.60
C -0.84159 6.02946 -1.46010  -0.28
C -1.76301 5.19004 -0.85182  -0.28
C -2.05098 3.86541 -1.26834  -0.60
H -1.46889 -3.21405 -5.38885  0.35
H -3.35643 -1.62775 -5.13509  0.34
H -2.93847 0.65582 -4.22409  0.43
H 1.20282 -0.21023 -3.86459  0.39
H 0.81776 -2.51529 -4.74315  0.35
H 0.19389 3.93794 -3.90227  0.33
H 0.59771 6.23818 -3.06816  0.32
H -0.68020 7.03815 -1.08443  0.34
H -2.30387 5.59862 0.00339  0.29

---

--- x ---
ORCA calculation (ωB97M-V/def2-TZVPD) on C27H21CsN4O3 as an isolated structure.

**Molecular weight**: 582.39 g/mol
**E_HOMO**: -1.0 eV
**Charge**: -2
**2S+1**: 1

Last column: Mulliken charge in e.
Cartesian coordinates (Å):
Cs 1.35471 -1.00541 -0.66241  1.22
C 0.77725 3.15359 4.00902  -0.58
O -0.34811 2.48715 4.55225  -0.48
C -0.67082 1.19751 4.12245  0.16
C -1.83575 0.71121 4.67347  -0.51
C -2.34228 -0.55047 4.34935  -0.70
C -1.63631 -1.32716 3.44880  -0.24
C -0.43586 -0.87459 2.90368  0.78
C 0.40246 -1.78001 2.11312  -0.72
N 0.10634 -2.63094 1.20394  -1.00
N -1.19118 -2.81829 0.80791  -0.12
C -1.49418 -2.61394 -0.44759  0.29
O -0.76973 -2.11099 -1.36598  -0.95
C -2.90348 -3.02194 -0.78493  0.35
C -3.87465 -3.23960 0.19173  -0.05
C -5.16711 -3.59530 -0.16025  -0.64
C -5.51783 -3.74700 -1.49712  -0.28
C -4.55632 -3.53663 -2.47628  -0.53
C -3.26604 -3.17133 -2.12152  -0.47
C 0.11644 0.42197 3.19613  0.43
O 1.19776 0.82181 2.66043  -0.92
H 0.79591 4.13486 4.49554  0.23
H 0.69934 3.28676 2.92934  0.21
H 1.70888 2.62867 4.21672  0.25
H -2.36011 1.35270 5.37596  0.34
H -3.25921 -0.90812 4.80320  0.32
H -1.98931 -2.31002 3.16029  0.33
H 1.46721 -1.74527 2.35715  0.64
H -3.59506 -3.12072 1.23013  0.34
H -5.91745 -3.74844 0.60797  0.36
H -6.53115 -4.01593 -1.77451  0.35
H -4.81803 -3.65126 -3.52293  0.35
H -2.50957 -2.99029 -2.87481  0.35
C 0.05411 4.98858 -0.79408  -0.47
C 1.28381 4.99042 -1.43703  -0.53
C 1.89471 3.79646 -1.77777  -0.14
C 1.26920 2.57638 -1.51196  0.23
C 0.02246 2.58125 -0.87624  -0.23
C -0.56274 3.77675 -0.50571  -0.67
N 1.81604 1.38330 -1.98300  -0.24
N 2.98601 1.12127 -1.64121  -0.31
C 3.70434 0.13326 -2.30460  0.16
C 3.78476 0.24597 -3.70570  -0.42
C 4.65133 -0.54881 -4.43315  -0.65
C 5.44283 -1.47461 -3.76755  -0.31
C 5.32806 -1.59472 -2.38104  -0.55
C 4.44376 -0.85123 -1.59710  0.02
H -0.41700 5.92197 -0.51170  0.36
H 1.77143 5.92945 -1.67192  0.33
H 2.85800 3.78085 -2.27275  0.41
H -0.46819 1.63987 -0.65192  0.34
H -1.50813 3.76410 0.02153  0.38
H 3.21117 1.03232 -4.19358  0.28
H 4.71415 -0.43143 -5.51007  0.31
H 6.12779 -2.10699 -4.32807  0.33
H 5.95531 -2.33699 -1.88561  0.29

---

How far above the most stable structure does each one sit? In hartree: w 0.0000; x 0.0383.

---

--- w ---
ORCA calculation (ωB97M-V/def2-TZVPD) on C2H2F2S in the gas phase.

**Molecular weight**: 96.10 g/mol
**E_HOMO (alpha / beta)**: -8.7 / -8.8 eV
**Charge**: 0
**2S+1**: 1

Last column: Mulliken charge in e.
Cartesian coordinates (Å):
C -0.67092 1.07757 -0.28327  -0.12
C 0.51954 -0.88788 0.13128  -0.11
F -0.47214 1.47830 0.97560  -0.19
F 1.39459 -0.95423 1.14952  -0.19
S 0.77901 0.34353 -1.03367  -0.09
H -1.65534 0.79980 -0.75579  0.36
H 0.10527 -1.85709 -0.18367  0.34

---

--- x ---
ORCA calculation (ωB97M-V/def2-TZVPD) on C2H2F2S in the gas phase.

**Molecular weight**: 96.10 g/mol
**E_HOMO (alpha / beta)**: -8.2 / -7.8 eV
**Charge**: 0
**2S+1**: 1

Last column: Mulliken charge in e.
Cartesian coordinates (Å):
C -0.17792 0.03114 -1.30232  -0.15
C 0.20375 0.22502 1.32972  -0.03
F 0.44721 -0.50678 -2.41614  -0.23
F -1.01561 -0.14380 1.57070  -0.18
S 1.01117 0.02569 -0.07310  0.02
H -1.20849 -0.34874 -1.34519  0.29
H 0.73989 0.71748 2.23633  0.29

---

How far above the most stable structure does each one sit? In hartree: w 0.0041; x 0.0000.

---

--- w ---
ORCA calculation (ωB97M-V/def2-TZVPD) on a 2-piece molecular cluster, C2H2F2S2 overall.

**Molecular weight**: 128.17 g/mol
**E_HOMO**: -9.6 eV
**SMILES string**: FC=S.FC=S
**Charge**: 0
**2S+1**: 1

Last column: Mulliken charge in e.
Cartesian coordinates (Å):
F 0.84482 -1.87540 0.03381  -0.14
C 1.54535 -0.82344 0.42492  0.06
S 1.56711 0.55939 -0.37480  -0.22
H 2.09206 -1.03263 1.34180  0.30
F -1.37804 -0.69079 -1.44490  -0.13
C -2.05676 0.22498 -0.77410  0.02
S -2.86786 -0.10146 0.56394  -0.22
H -1.97996 1.20460 -1.24357  0.33

---

--- x ---
ORCA calculation (ωB97M-V/def2-TZVPD) on a 2-piece molecular cluster, C2H2F2S2 overall.

**Molecular weight**: 128.17 g/mol
**E_HOMO**: -9.8 eV
**SMILES string**: FC=S.FC=S
**Charge**: 0
**2S+1**: 1

Last column: Mulliken charge in e.
Cartesian coordinates (Å):
F -2.88979 -1.56182 0.30119  -0.16
C -2.37093 -0.40351 -0.16209  0.15
S -2.62285 0.92343 0.63703  -0.23
H -1.80893 -0.53888 -1.17825  0.25
F 3.12492 1.20519 0.76667  -0.17
C 2.37993 0.41524 -0.06347  0.11
S 2.21175 -1.05035 0.51498  -0.24
H 1.97589 1.01070 -0.81607  0.30

---

--- y ---
ORCA calculation (ωB97M-V/def2-TZVPD) on a 2-piece molecular cluster, C2H2F2S2 overall.

**Molecular weight**: 128.17 g/mol
**E_HOMO**: -9.2 eV
**SMILES string**: FC#CF.SS
**Charge**: 0
**2S+1**: 1

Last column: Mulliken charge in e.
Cartesian coordinates (Å):
F 1.16196 1.33534 -0.98920  -0.20
C 1.90137 0.62436 -0.22833  0.09
C 2.19609 -0.37456 0.35903  0.32
F 2.84279 -1.18055 1.12848  -0.21
S -2.25701 -1.20855 -0.45857  -0.14
S -1.93265 0.20723 1.01694  -0.12
H -2.75413 -0.36355 -1.22027  0.15
H -1.15842 0.96028 0.39192  0.10

---

How far above the most stable structure does each one sit? In hartree: w 0.0000; x 0.0157; y 0.1073.

---

--- w ---
ORCA calculation (ωB97M-V/def2-TZVPD) on a 2-piece molecular cluster, C2H2F2S2 overall.

**Molecular weight**: 128.17 g/mol
**E_HOMO**: -9.8 eV
**SMILES string**: FC=S.FC=S
**Charge**: 0
**2S+1**: 1

Last column: Mulliken charge in e.
Cartesian coordinates (Å):
F 1.09274 1.44740 -2.42829  -0.16
C 0.32219 1.03039 -1.47604  0.23
S -1.00632 0.23056 -1.74598  -0.24
H 0.81387 1.03606 -0.48646  0.16
F -1.11148 0.08481 1.76327  -0.13
C -0.32957 -0.94232 1.46789  0.10
S 1.20963 -0.95578 1.76996  -0.22
H -0.99107 -1.93112 1.13565  0.26

---

--- x ---
ORCA calculation (ωB97M-V/def2-TZVPD) on C2H2F2S2 as an isolated structure.

**Molecular weight**: 128.17 g/mol
**E_HOMO**: -9.8 eV
**Charge**: 0
**2S+1**: 1

Last column: Mulliken charge in e.
Cartesian coordinates (Å):
C 0.87268 -0.99471 0.16461  -0.02
C -0.63265 0.83447 0.80562  0.01
F 1.89203 -1.79782 0.73401  -0.26
F -0.91076 1.37185 2.05990  -0.24
S 1.19313 0.85818 0.49227  -0.09
S -0.80217 -1.00997 0.84810  -0.08
H 0.96022 -1.16677 -0.82223  0.33
H -1.21901 1.21737 -0.00209  0.35

---

How far above the most stable structure does each one sit? In hartree: w 0.0303; x 0.0000.